# C22H20N4O7S

The molecule C22H20N4O7S at a distorted geometry (ωB97M-V/def2-TZVPD, the OMol25 dataset).

Each line ends with the natural charge from an NBO analysis.
Geometry (Å):
C: -2.8185 -0.7795 -0.7102  -0.255
H: -2.5634 -1.0515 0.3176  0.186
O: -2.6090 0.5954 -0.9502  -0.496
C: -1.3582 1.0886 -0.7984  0.345
C: -0.2602 0.3463 -0.3978  -0.289
C: 1.0003 0.9361 -0.2586  -0.089
C: 1.1374 2.2989 -0.5528  -0.181
C: 0.0512 3.0533 -0.9447  -0.240
C: -1.1980 2.4654 -1.0622  0.237
O: -2.3267 3.1205 -1.5056  -0.449
C: -2.5981 4.3865 -1.2087  0.539
N: -1.8241 5.0744 -0.3749  -0.487
C: -2.1490 6.3161 -0.0852  0.111
C: -3.2669 6.9435 -0.6219  -0.072
C: -4.0903 6.2288 -1.5001  -0.127
C: -3.7566 4.9333 -1.7987  -0.280
H: -4.3452 4.3220 -2.4619  0.239
H: -4.9617 6.7089 -1.9192  0.254
N: -3.5772 8.2998 -0.2808  0.532
O: -2.8145 8.8817 0.4627  -0.378
O: -4.5845 8.7821 -0.7565  -0.381
H: -1.4966 6.8378 0.6016  0.225
H: 0.1674 4.1018 -1.1620  0.243
H: 2.1038 2.7714 -0.4690  0.212
C: 2.1880 0.2287 0.1475  -0.092
C: 2.4240 -1.0183 0.6196  -0.282
C: 1.5461 -2.1489 0.9526  0.679
O: 0.3378 -2.2099 0.8862  -0.589
N: 2.2929 -3.2027 1.4438  -0.464
C: 3.6577 -3.0939 1.4875  0.555
O: 4.4200 -3.9385 1.8578  -0.570
S: 4.1040 -1.4608 0.9630  0.281
C: 1.6862 -4.4958 1.6500  -0.329
H: 0.6429 -4.3367 1.9349  0.254
H: 2.2300 -5.0159 2.4405  0.244
C: 1.7600 -5.2768 0.3266  0.680
O: 2.1174 -4.7380 -0.7021  -0.625
N: 1.3998 -6.5635 0.4002  -0.428
C: 1.0137 -7.2934 1.5918  -0.215
C: 0.6035 -8.6685 1.0630  -0.405
H: -0.4476 -8.6593 0.7735  0.205
C: 1.4832 -8.8337 -0.1749  -0.410
C: 1.4796 -7.4296 -0.7670  -0.213
H: 0.6048 -7.2666 -1.4062  0.194
H: 2.3741 -7.1875 -1.3428  0.228
H: 2.4946 -9.1159 0.1185  0.206
H: 1.0987 -9.5766 -0.8693  0.221
H: 0.7560 -9.4535 1.8002  0.221
H: 1.8664 -7.3807 2.2764  0.193
H: 0.1970 -6.7907 2.1158  0.204
H: 3.0853 0.8327 0.0582  0.210
H: -0.3677 -0.7001 -0.1791  0.264
H: -2.2377 -1.3978 -1.4003  0.183
H: -3.8812 -0.9448 -0.8794  0.200

- ΔE to the lowest compared entry with this formula, charge and spin: 0.025 eV
- Spin multiplicity: 1
- LUMO energy: -0.02671 hartree
- Orbital gap: 7.46 eV
- Highest occupied orbital energy: -8.19 eV
- Net charge: 0



# C22H21N2O4RuS

C22H21N2O4RuS as an isolated structure (ωB97M-V/def2-TZVPD, the OMol25 dataset).

Each line ends with the natural charge from an NBO analysis.
Geometry (Å):
Ru: -1.0363 -1.0096 -0.3244  1.046
O: -2.1793 0.2617 -4.0785  -0.596
C: -1.9234 -0.3727 -3.0795  0.757
O: -1.5012 0.1600 -1.9614  -0.792
C: -2.0291 -1.8824 -3.0583  0.094
C: -2.4736 -2.5891 -4.1557  -0.192
C: -2.4867 -3.9747 -4.0866  -0.125
C: -2.0469 -4.5993 -2.9281  -0.228
C: -1.6242 -3.8185 -1.8679  0.065
N: -1.6213 -2.4844 -1.9299  -0.517
H: -2.7898 -2.0450 -5.0344  0.261
H: -2.8310 -4.5614 -4.9281  0.241
H: -2.0344 -5.6763 -2.8388  0.245
H: -1.2869 -4.2617 -0.9400  0.218
O: 3.7613 0.3028 5.1138  -0.659
C: 2.8876 -0.7113 5.3211  0.770
O: 3.0866 -1.5252 6.1714  -0.532
C: 1.6881 -0.7392 4.4214  -0.174
C: 1.1643 -1.9747 4.0653  -0.146
C: 0.0515 -2.0496 3.2433  -0.233
C: -0.5543 -0.8842 2.7799  -0.168
S: -2.0119 -1.0145 1.7507  -0.093
C: -0.0572 0.3521 3.1768  -0.170
C: 1.0658 0.4249 3.9837  -0.212
H: 3.5094 0.8080 4.3328  0.481
H: 1.6340 -2.8727 4.4450  0.246
H: -0.3501 -3.0123 2.9555  0.230
H: -0.5587 1.2557 2.8617  0.211
H: 1.4323 1.3960 4.2981  0.222
C: -1.4478 4.3061 -1.7939  -0.456
N: -0.5997 3.1499 -1.6302  0.040
C: -0.0055 2.5805 -2.8069  -0.478
C: -0.6966 2.4099 -0.3767  -0.310
C: 0.5314 1.6010 -0.0425  -0.002
C: 1.7255 2.2616 0.2202  -0.223
C: 2.8780 1.5501 0.5247  -0.198
C: 2.8435 0.1646 0.5817  -0.187
C: 1.6464 -0.5015 0.3533  -0.246
C: 0.4820 0.2025 0.0396  -0.175
H: -1.0519 4.9515 -2.5736  0.245
H: -1.5398 4.8422 -0.8529  0.241
H: -2.4426 3.9608 -2.1018  0.264
H: 0.3093 3.3791 -3.4755  0.238
H: -0.7705 1.9694 -3.3130  0.308
H: 0.8221 1.9311 -2.5356  0.254
H: -1.5642 1.7526 -0.4909  0.295
H: -0.9273 3.1414 0.3996  0.235
H: 1.7587 3.3465 0.1900  0.216
H: 3.8018 2.0789 0.7202  0.232
H: 3.7384 -0.3954 0.8204  0.234
H: 1.6244 -1.5852 0.4348  0.225

- ⟨S²⟩: 6.033
- Spin multiplicity: 5
- LUMO energy (alpha / beta): -0.12811 / -0.21676 hartree
- Orbital gap (alpha / beta): 7.62 / 5.71 eV
- Highest occupied orbital energy (alpha / beta): -11.11 / -11.61 eV
- Net charge: +1



# C22H21N3O2S2

The molecule C22H21N3O2S2 (ωB97M-V/def2-TZVPD, the OMol25 dataset).

Each line ends with the natural charge from an NBO analysis.
Geometry (Å):
C: -5.8945 -0.4141 -0.3645  -0.623
C: -4.4744 -0.7758 -0.0572  -0.040
C: -3.9705 -2.0171 -0.4678  -0.177
C: -2.6715 -2.3843 -0.2086  -0.247
C: -1.8254 -1.5071 0.4723  0.261
N: -0.5267 -1.8343 0.7508  -0.569
C: 0.3899 -1.0177 1.3560  0.641
O: 1.5206 -1.4346 1.5837  -0.658
C: -0.0922 0.3115 1.7070  -0.126
C: 0.9239 1.3193 2.1801  -0.240
N: 1.5934 1.9579 1.0598  -0.436
C: 0.8127 2.9273 0.3209  -0.278
C: -0.1507 2.2953 -0.6311  -0.176
C: -1.4277 2.6695 -0.9156  -0.280
C: -2.0515 1.8366 -1.8719  -0.256
C: -1.2392 0.8396 -2.2986  -0.416
S: 0.3125 0.9063 -1.5582  0.438
C: 2.8364 1.6152 0.6134  0.321
S: 3.6192 2.5649 -0.5047  -0.293
N: 3.4300 0.5424 1.1749  -0.621
C: 4.6743 0.0114 0.6556  -0.277
C: 4.4124 -1.1061 -0.3011  0.269
C: 3.6204 -1.1670 -1.4103  -0.309
C: 3.7071 -2.4990 -1.8824  -0.315
C: 4.5415 -3.1450 -1.0253  0.076
O: 4.9699 -2.3115 -0.0623  -0.398
C: -1.3930 0.6355 1.5215  -0.089
C: -2.3098 -0.2547 0.8905  -0.142
C: -3.6401 0.0869 0.6187  -0.153
H: -6.1374 0.5731 0.0189  0.216
H: -6.5752 -1.1383 0.0809  0.220
H: -6.0613 -0.4210 -1.4408  0.219
H: -4.6207 -2.6959 -0.9997  0.215
H: -2.2957 -3.3443 -0.5307  0.213
H: -0.1848 -2.7481 0.4752  0.418
H: 0.4181 2.1051 2.7521  0.209
H: 1.6671 0.8459 2.8236  0.238
H: 1.5304 3.5454 -0.2366  0.280
H: 0.2684 3.5702 1.0199  0.204
H: -1.9100 3.5152 -0.4579  0.219
H: -3.0609 1.9736 -2.2159  0.223
H: -1.4470 0.0657 -3.0100  0.236
H: 2.8169 -0.1926 1.5345  0.438
H: 5.2098 0.8293 0.1625  0.261
H: 5.2705 -0.3666 1.4902  0.217
H: 3.0555 -0.3633 -1.8364  0.237
H: 3.2179 -2.9111 -2.7415  0.222
H: 4.8990 -4.1552 -0.9940  0.199
H: -1.7573 1.6088 1.8196  0.217
H: -4.0005 1.0528 0.9406  0.211

- ΔE to the lowest compared entry with this formula, charge and spin: 0.000 eV
- Spin multiplicity: 1
- Structure (SMILES): Cc1ccc2[nH]c(=O)c(CN(Cc3cccs3)C(=S)NCc3ccco3)cc2c1
- LUMO energy: -0.00272 hartree
- Orbital gap: 7.67 eV
- Highest occupied orbital energy: -7.75 eV
- Net charge: 0



# C22H21N3O3

C22H21N3O3 as an isolated structure at a distorted geometry (ωB97M-V/def2-TZVPD, the OMol25 dataset).

Each line ends with the natural charge from an NBO analysis.
Geometry (Å):
C: 2.1150 -1.3215 -4.2240  -0.624
C: 1.3982 0.0086 -3.6658  0.389
C: 1.2859 1.2511 -4.0505  -0.335
C: 0.5948 1.9533 -3.2526  -0.283
C: 0.1682 1.1207 -2.4361  0.232
C: -0.4208 1.2411 -1.1401  -0.292
C: -0.6077 0.3569 -0.1582  0.124
N: -0.5158 -0.9624 -0.1451  -0.651
C: -1.0702 -2.0977 0.4173  0.679
O: -1.8502 -1.9526 1.2722  -0.563
C: -0.4410 -3.4769 0.1101  -0.086
C: -0.0662 -3.6476 -1.3428  -0.201
C: 0.4991 -4.6362 -1.9123  -0.197
C: 0.6060 -5.8221 -0.7396  -0.119
C: 0.0302 -5.6207 0.3983  -0.250
C: -0.2265 -4.4566 0.8421  -0.217
H: -0.6403 -4.1496 1.7580  0.235
H: 0.2726 -6.4604 1.1280  0.210
H: 0.8876 -6.7079 -1.0348  0.180
H: 0.9841 -4.9404 -2.6823  0.204
H: -0.0954 -2.7526 -2.1212  0.204
H: 0.4063 -1.2783 -0.7621  0.403
C: -1.5455 0.8967 1.2058  0.683
O: -2.1908 1.7900 1.0237  -0.611
N: -1.5215 0.3744 2.3510  -0.541
C: -1.6965 1.1308 3.5703  -0.236
H: -2.5029 1.7443 3.1282  0.247
H: -2.0099 0.2573 4.3897  0.209
C: -0.4457 1.9382 4.0437  -0.428
C: -0.1139 3.0149 3.0012  0.155
N: 0.6804 2.5317 2.2407  -0.420
C: 0.9719 3.3345 1.0580  0.024
C: 0.4630 4.5639 0.9340  -0.296
C: -0.5062 5.0206 1.6288  -0.183
C: -0.8326 4.1776 2.7585  -0.194
H: -1.6749 4.4083 3.7174  0.220
H: -1.2085 5.9480 1.5459  0.244
H: 0.9863 5.1235 0.1327  0.220
H: 1.8611 2.9261 0.5237  0.212
H: 0.3622 1.2374 4.4279  0.239
H: -0.7813 2.6150 4.9806  0.202
H: -0.3120 -0.4357 2.4432  0.324
H: -0.8083 2.1960 -1.0198  0.241
O: 0.8273 -0.2076 -2.6789  -0.408
H: 0.2964 2.8118 -3.3038  0.220
H: 1.7891 1.6892 -5.0789  0.198
H: 1.3436 -1.9508 -4.6312  0.217
H: 2.7285 -1.6647 -3.5692  0.206
H: 2.5268 -1.1194 -5.0817  0.212

- ΔE to the lowest compared entry with this formula, charge and spin: 20.731 eV
- Spin multiplicity: 1
- LUMO energy: 0.01755 hartree
- Orbital gap: 7.79 eV
- Highest occupied orbital energy: -7.31 eV
- Net charge: 0



What is the formula in the fourth record? C22H21N3O3